C31H50AuP2 as an isolated structure. Source: the OMol25 dataset; level of theory: ωB97M-V/def2-TZVPD.

ORCA input file:
```
! RIJCOSX wB97M-V def2-TZVPD def2/J DEFGRID3
* xyz 1 3
Au -2.94994 -4.40549 -0.99098
C 2.09797 0.36851 -0.66495
C 1.13537 0.88513 -1.57113
C 0.98168 2.08606 0.38638
C 2.01504 1.12511 0.53763
C 0.45492 1.95407 -0.92887
C 3.05299 -0.72337 -0.95110
H 2.54571 -1.59281 -1.39804
H 3.55086 -1.05265 -0.03169
H 3.83437 -0.40010 -1.65864
C 2.83967 0.95315 1.74647
H 2.29889 0.40677 2.53329
H 3.12266 1.92887 2.16540
H 3.75536 0.39795 1.51622
C 0.55538 3.04312 1.42809
H 1.42454 3.56752 1.85297
H 0.04267 2.53236 2.25910
H -0.12950 3.79105 1.01166
C -0.55801 2.82697 -1.55608
H -0.08544 3.66711 -2.09043
H -1.23469 3.25304 -0.80716
H -1.15617 2.27290 -2.29011
C 0.92405 0.44695 -2.96677
H 1.50936 1.05463 -3.67610
H -0.13273 0.53501 -3.25253
H 1.22988 -0.59790 -3.10239
C -2.59491 -6.21519 -1.50194
C -1.11059 -6.10838 -1.71834
C -0.75647 -6.56575 -3.19015
C -0.89889 -5.30323 -4.06041
C -1.27846 -4.13726 -3.06681
C -2.77239 -4.06596 -2.87720
C -3.63962 -5.15295 -3.52974
C -3.51099 -6.46086 -2.71151
H -1.37479 -7.39282 -3.54649
H -1.61698 -5.43716 -4.87075
H 0.27733 -6.93955 -3.22693
H -3.23330 -7.31754 -3.33368
H -2.83351 -6.87473 -0.65747
H -0.58099 -6.71610 -0.96962
H -4.50652 -6.70861 -2.31853
H -4.68418 -4.81707 -3.47007
H -3.14170 -3.05432 -3.09345
H -3.44753 -5.29725 -4.59726
H 0.05167 -5.06923 -4.56075
H -0.91616 -3.17059 -3.44602
P 0.13720 -4.61166 -1.85309
P -4.40936 0.08593 0.65331
C -3.51989 -2.69630 0.24501
C -4.15180 -1.48842 -0.41933
H -2.59781 -2.44794 0.78269
H -4.22331 -3.20879 0.91598
H -3.55122 -1.17683 -1.28679
H -5.16840 -1.74899 -0.75468
C -5.83232 0.83722 -0.23313
H -6.56827 1.10050 0.53726
H -6.29523 0.13288 -0.93326
H -5.52138 1.74896 -0.75461
C -3.03266 1.11063 -0.02177
H -3.40267 2.13320 -0.17158
H -2.64107 0.71833 -0.96984
H -2.20603 1.13350 0.70194
C 0.16087 -3.63037 -0.37704
H 0.46603 -2.59960 -0.61223
H 0.87633 -4.07413 0.33201
H -0.83337 -3.60061 0.09682
C 1.76715 -4.88264 -2.50901
H 2.25294 -3.90509 -2.65985
H 1.78874 -5.42646 -3.46221
H 2.35311 -5.45116 -1.76978
C -0.32687 -0.92877 2.02295
C -0.40552 -0.24494 3.23517
C -1.50222 0.63473 3.54374
C -1.45518 1.45154 4.66462
C -0.35738 1.39982 5.54023
C 0.69092 0.49410 5.30277
C 0.66509 -0.33521 4.19271
H -1.08187 -0.78194 1.25639
H 0.49905 -1.61330 1.83923
H -2.37020 0.63228 2.87650
H -2.28133 2.13735 4.86955
H -0.32379 2.05410 6.41199
H 1.53218 0.43864 5.99744
H 1.46110 -1.06286 4.00415
*
```

The highest occupied orbital energy (spin up / spin down) comes out at -9.04 / -9.00 eV. The calculation puts the energy relative to the best compared isomer or geometry (same formula, charge and spin) at 6.347 eV. The calculated total energy comes out at -2029.07508 hartree. Its expectation value of S² is 2.063. Its lowest unoccupied orbital energy (spin up / spin down) is -3.86 / -3.87 eV. The molar mass comes out at 681.66 g mol⁻¹. As for the orbital gap (spin up / spin down): 5.2 / 5.1 eV.

***

C31H50BrGeN2O6PS3W as an isolated structure. Source: the OMol25 dataset; level of theory: ωB97M-V/def2-TZVPD.

ORCA input file:
```
! RIJCOSX wB97M-V def2-TZVPD def2/J DEFGRID3
* xyz 0 3
W 0.33537 -0.11413 -1.06392
C 3.98547 1.38037 -0.69062
C 3.74417 2.08677 0.64888
N 2.38077 1.84797 1.08418
C 1.84827 2.84587 1.99028
C 1.48237 4.11577 1.22438
S 0.80007 3.69297 -0.41502
C 2.25477 3.96667 -1.50812
C 2.74387 2.76067 -2.31602
N 2.82677 1.48057 -1.59692
H 4.89137 1.79757 -1.15752
H 4.15837 0.31877 -0.49492
H 4.49557 1.73577 1.37568
H 3.89157 3.16117 0.54068
H 2.30327 0.91377 1.47538
H 0.94077 2.43927 2.43808
H 2.54257 3.10367 2.80708
H 0.69617 4.66057 1.74468
H 2.33067 4.78297 1.07888
H 1.95497 4.74057 -2.21642
H 3.04827 4.37177 -0.88742
H 2.05947 2.60987 -3.15352
H 3.73287 3.03497 -2.72152
H 2.96637 0.75267 -2.30602
C -0.09993 -2.55833 -4.56402
C -0.30873 -2.28653 -3.10272
O -0.24003 -0.98623 -2.75332
C -0.62773 -3.27483 -2.15822
C -0.91913 -4.61543 -2.52062
C -1.32813 -5.53683 -1.58752
C -1.43943 -5.19153 -0.24432
C -1.11963 -3.90343 0.16118
C -0.71593 -2.95133 -0.75912
O -0.40243 -1.70373 -0.35472
H 0.30537 -1.65533 -5.01802
H -1.03813 -2.80373 -5.06482
H 0.59727 -3.37943 -4.71602
H -0.84453 -4.90303 -3.55752
H -1.57463 -6.54163 -1.90172
H -1.77003 -5.91983 0.48068
H -1.17273 -3.61613 1.20128
C -2.94723 -0.67103 -1.70912
Ge -2.25463 1.08137 -2.42052
C -2.94643 1.05647 -4.31062
C -3.18533 2.61297 -1.53202
C -0.29893 1.51987 -2.42252
H -4.01623 -0.58443 -1.53252
H -2.47313 -0.97913 -0.77822
H -2.80033 -1.45403 -2.44942
H -4.01603 0.87637 -4.31902
H -2.46483 0.28017 -4.89632
H -2.76303 2.01197 -4.79042
H -4.24863 2.43437 -1.41182
H -3.06783 3.49537 -2.15302
H -2.75073 2.82927 -0.56032
H -0.26833 2.59777 -2.25872
H 0.04217 1.35567 -3.45672
Br 5.91167 -2.95343 3.29188
C 5.23387 -2.91293 1.50718
C 5.93617 -3.58693 0.51348
C 5.44387 -3.53363 -0.79222
C 4.30697 -2.83293 -1.09272
C 3.59767 -2.13573 -0.07512
C 4.08787 -2.20833 1.25778
C 2.46537 -1.37833 -0.38772
O 2.02297 -1.17023 -1.64312
O 1.73547 -0.66703 0.47358
H 6.83847 -4.12683 0.75008
H 5.97477 -4.05803 -1.57362
H 3.92477 -2.78623 -2.10102
H 3.55577 -1.69053 2.04018
C -4.80033 -0.54903 2.31218
C -4.16203 0.75277 1.84458
C -5.15313 1.90187 1.74988
O -3.13103 1.05967 2.79058
P -1.82333 1.87647 2.36728
S -2.06973 3.78057 2.04038
S -1.15303 0.74937 0.72748
O -0.85643 1.66447 3.60788
C -0.82923 0.67837 4.64988
C -0.67303 -0.71933 4.07828
C -2.04483 0.82017 5.55728
H -5.59173 -0.83973 1.62878
H -5.21773 -0.41963 3.30738
H -4.05993 -1.34543 2.33898
H -3.69453 0.59937 0.86448
H -5.59453 2.09827 2.72468
H -5.93273 1.64077 1.03928
H -4.64823 2.80237 1.40788
H 0.07007 0.96177 5.21458
H -1.56613 -0.99433 3.52198
H -0.52273 -1.42573 4.88918
H 0.18367 -0.76593 3.40748
H -2.92773 0.39797 5.08708
H -2.22653 1.87497 5.74928
H -1.86703 0.31847 6.50518
*
```

The highest occupied orbital energy (spin up / spin down) comes out at -6.48 / -7.11 eV. The calculated total energy comes out at -8026.17041 hartree. Its expectation value of S² is 2.017. Its lowest unoccupied orbital energy (spin up / spin down) is -1.43 / -1.40 eV. The molar mass comes out at 1010.28 g mol⁻¹. As for the orbital gap (spin up / spin down): 5.0 / 5.7 eV.

***

What is the calculated total energy in the first record?
-2029.07508 hartree